# C18H23FNO3P

One molecule with the formula C18H23FNO3P (ωB97M-V/def2-TZVPD, OMol25).

CARTESIAN COORDINATES (ANGSTROEM)
H 3.333 0.409 -0.118
C 2.000 3.338 -0.929
C 2.900 -2.886 -0.735
C -1.881 -0.470 2.365
H 0.585 -2.331 1.655
H 0.326 -4.529 0.737
H 0.887 5.176 -0.835
H -1.727 0.137 3.244
C -3.437 1.633 -0.889
F -4.056 -3.107 1.206
H 1.865 4.983 -2.303
H -2.433 -2.655 -0.761
O 1.245 2.714 0.102
C 1.868 -0.837 0.827
O 0.384 0.980 -1.597
P 0.117 1.643 -0.316
H -3.183 0.615 -0.604
C 1.864 -3.156 0.151
C 1.366 -2.129 0.938
C 1.309 -4.544 0.274
C -2.894 -1.412 2.356
C -2.267 -2.037 0.107
C -3.071 -2.185 1.223
C -1.055 -0.300 1.259
H 1.998 0.968 1.674
N 1.347 0.187 1.648
H -3.540 -1.553 3.208
H 0.363 4.064 -2.106
C 3.433 -1.613 -0.820
H 2.267 2.584 -1.678
H 1.968 -5.157 0.889
C -2.196 2.369 -1.367
O -1.251 2.502 -0.315
H 2.906 3.712 -0.443
H -4.175 1.607 -1.686
C 2.922 -0.589 -0.045
H 3.294 -3.678 -1.354
H 1.233 -5.015 -0.704
H -0.201 1.482 2.048
C -1.259 -1.089 0.131
H -2.455 3.384 -1.686
H -0.624 -0.965 -0.731
H -3.862 2.140 -0.027
C 0.042 0.719 1.298
H -1.730 1.835 -2.202
C 1.229 4.469 -1.587
H 4.246 -1.414 -1.503

Structure (SMILES): CCOP(=O)(OCC)[C@H](Nc1cccc(C)c1)c1ccc(F)cc1
Gap between HOMO and LUMO, eV: 9.02
LUMO, hartree: 0.028
Energy above the lowest of the compared OMol25 structures with the same formula, charge and spin, kJ/mol: 0.0
Spin multiplicity: 1
Total charge: 0

Atom charges from the Mulliken analysis, given in e for atoms 1 to 8: atom 1 (H): 0.379, atom 2 (C): -0.319, atom 3 (C): -0.626, atom 4 (C): -0.393, atom 5 (H): 0.577, atom 6 (H): 0.308, atom 7 (H): 0.282, atom 8 (H): 0.443

=====

# C23H57Cu2N4O10

C23H57Cu2N4O10 as an isolated structure (ωB97M-V/def2-TZVPD, OMol25).

CARTESIAN COORDINATES (ANGSTROEM)
H -8.918 -0.841 -5.290
H 2.040 5.734 2.736
H 3.988 2.798 3.302
H 2.961 -4.184 3.505
C -4.349 -2.175 -1.665
C 3.821 1.985 -1.250
H 3.528 -2.305 2.150
H -1.764 3.612 1.075
N 2.728 -2.402 1.540
O 0.365 1.701 -0.712
O 0.533 0.029 0.652
H -3.383 3.099 2.504
H 5.182 1.978 0.197
H 3.172 -2.991 -1.386
Cu 0.469 2.875 3.519
C 2.174 -4.404 2.783
O -7.886 -2.255 -4.501
C 4.807 1.186 -2.079
H -0.677 5.440 3.040
H 6.415 -1.666 -1.211
C -2.512 3.440 3.063
C -6.628 -2.715 -2.290
C 6.188 -0.844 -1.891
H -1.125 0.015 -2.249
H 1.134 -4.042 -1.983
C 3.679 3.803 3.015
H 2.975 -0.646 0.609
H 0.318 6.028 1.097
N -0.433 4.628 2.491
H -2.704 4.134 3.881
H -4.870 -1.254 -1.403
C -1.553 -0.331 -3.189
C 2.614 -2.136 -1.004
Cu 0.521 -1.920 1.715
H 0.166 -4.907 4.416
H 3.761 3.703 -2.539
C -2.315 1.281 4.224
H -3.258 1.005 3.750
H 2.379 3.611 -1.447
H 5.701 1.772 -2.295
O 0.968 -3.647 3.142
H -0.958 -1.130 -3.632
H 6.003 -1.302 -2.863
C 1.970 5.026 1.910
C 0.614 -3.914 4.465
H 0.343 0.835 -1.126
H -9.677 -1.457 -3.871
H -0.056 -3.215 4.966
H -2.337 -1.775 -1.188
H -2.640 -2.939 -2.480
H 3.108 1.324 -0.757
H -1.506 0.559 -3.816
H -1.697 0.384 4.188
H 3.652 4.315 3.977
H -2.400 1.630 5.253
H 4.499 4.229 2.438
C -7.506 -3.229 -3.509
O 5.120 -0.005 -1.270
H 2.801 -1.367 -1.754
C 0.389 1.222 0.517
N -5.218 -2.681 -2.757
O 0.565 1.882 1.541
C -1.764 4.217 1.981
C -2.900 -1.949 -2.105
H 1.863 -5.449 2.788
H -8.266 -0.317 -3.760
H 0.627 -2.536 -2.796
H 2.466 2.515 -2.743
H 1.493 -4.032 5.098
H -7.157 -4.162 -3.952
H -0.460 -3.361 -1.711
H 3.455 -4.379 1.042
C 0.588 -3.106 -1.868
H 0.342 4.399 0.525
C 0.509 5.004 1.416
N 4.545 2.685 -0.142
O -2.878 -0.772 -2.982
C 2.572 -3.869 1.428
H -6.982 -1.740 -1.955
H 4.313 -1.788 0.360
O -1.728 2.312 3.439
H -6.771 -3.378 -1.437
O 1.204 -2.351 -0.846
C 3.229 -1.676 0.358
H 4.038 3.038 0.657
C -8.705 -1.172 -4.273
O 2.413 3.757 2.301
H 1.787 -4.144 0.724
C 3.098 3.017 -2.011
H -5.165 -1.998 -3.499
H -2.335 5.092 1.671
H 4.410 0.937 -3.062
H -4.415 -2.827 -0.794
H 7.144 -0.356 -2.081
H 2.625 5.364 1.107
H -8.472 -3.561 -3.130

Gap between HOMO and LUMO (alpha / beta), eV: 6.61 / 3.32
LUMO (alpha / beta), hartree: -0.300 / -0.421
Energy above the lowest of the compared OMol25 structures with the same formula, charge and spin, kJ/mol: 207.7
Spin multiplicity: 3
Total charge: +3

Atom charges from the Mulliken analysis, given in e for atoms 1 to 8: atom 1 (H): 0.266, atom 2 (H): 0.464, atom 3 (H): 0.358, atom 4 (H): 0.478, atom 5 (C): -0.965, atom 6 (C): 2.447, atom 7 (H): 0.277, atom 8 (H): 0.237

=====

# C16H32ClHoIOP3

C16H32ClHoIOP3 as an isolated structure (ωB97M-V/def2-TZVPD, OMol25).

CARTESIAN COORDINATES (ANGSTROEM)
H -3.058 2.158 0.583
I -0.001 -0.137 -4.853
P 0.540 -0.078 2.734
C 3.054 -1.796 0.457
H 0.009 1.638 -8.521
H -0.940 -0.280 7.486
C -3.374 1.154 0.920
H 3.060 0.992 1.992
H 2.520 -2.552 -0.152
H -0.801 1.743 1.440
C 3.064 0.067 -1.824
C -0.326 -0.082 5.429
P 2.567 -0.132 -0.094
C 2.313 -0.395 6.368
H 2.907 -0.272 4.274
H 3.346 -0.500 6.739
C 0.771 -0.045 4.535
H -3.074 1.037 1.982
H -2.781 1.122 -2.175
H 3.066 2.115 0.584
H 2.790 1.083 -2.172
H 4.151 -1.845 0.308
H -0.894 0.212 -7.963
C -0.687 -1.464 2.723
Ho 0.020 0.070 -0.082
H -4.469 1.000 0.787
C 2.101 -0.239 5.007
P -2.550 -0.095 -0.100
H 4.464 0.938 0.797
Cl -0.017 -1.934 -1.507
H -1.658 -1.169 3.127
H 2.526 -0.663 -2.466
H -1.197 1.652 3.141
C -0.365 1.531 2.440
O 0.019 2.543 -6.059
C -3.066 0.110 -1.825
H -0.303 -2.220 3.399
H -4.169 -0.035 -1.838
H -1.348 -0.006 5.048
H -0.811 -1.943 1.746
H 0.902 0.205 -7.965
H -2.540 -0.627 -2.470
H 1.405 -0.525 8.326
H 0.347 2.358 2.640
H 4.164 -0.092 -1.836
C 0.011 1.386 -6.415
H -2.583 -2.519 -0.161
C 0.007 0.820 -7.807
C 1.232 -0.406 7.260
H 2.772 -1.937 1.520
H -4.201 -1.776 0.293
C 3.374 1.110 0.932
C -3.104 -1.750 0.438
C -0.095 -0.261 6.790
H -2.850 -1.915 1.501

Gap between HOMO and LUMO (alpha / beta), eV: 7.00 / 7.17
LUMO (alpha / beta), hartree: -0.264 / -0.258
Energy above the lowest of the compared OMol25 structures with the same formula, charge and spin, kJ/mol: 197.7
Spin multiplicity: 5
Total charge: +2

Atom charges from the Mulliken analysis, given in e for atoms 1 to 8: atom 1 (H): 0.366, atom 2 (I): -0.069, atom 3 (P): 0.569, atom 4 (C): -1.072, atom 5 (H): 0.308, atom 6 (H): 0.393, atom 7 (C): -1.092, atom 8 (H): 0.210

=====

# C9H10NO2

An isolated ion of composition C9H10NO2 and charge +1 (ωB97M-V/def2-TZVPD, OMol25).

CARTESIAN COORDINATES (ANGSTROEM)
H -1.435 -2.970 0.843
H 1.420 1.502 2.574
O 2.353 -0.407 0.777
C -1.044 -1.917 1.084
H -2.118 -2.253 -1.276
C 2.373 0.925 0.250
C -0.041 0.084 -0.158
H -2.634 -0.295 -3.047
C -0.150 0.966 -1.186
H 3.065 1.634 0.697
C 1.193 0.268 0.782
C -1.792 -0.349 -2.323
N 0.797 0.717 2.186
C -1.682 -1.247 -1.262
H -0.253 0.964 2.263
H -1.340 1.561 -2.943
C -0.982 -0.975 -0.128
H 2.447 1.046 -0.808
H 1.014 -0.171 2.764
C -1.182 0.853 -2.118
H 0.590 1.766 -1.155
O -0.598 -1.701 2.185

Structure (SMILES): [NH3+][C@@]1(c2ccccc2C=O)CO1
Gap between HOMO and LUMO, eV: 9.77
LUMO, hartree: -0.139
Energy above the lowest of the compared OMol25 structures with the same formula, charge and spin, kJ/mol: 152.4
Spin multiplicity: 1
Total charge: +1

Atom charges from the Mulliken analysis, given in e for atoms 1 to 8: atom 1 (H): 0.292, atom 2 (H): 0.368, atom 3 (O): -0.481, atom 4 (C): -0.199, atom 5 (H): 0.311, atom 6 (C): -0.824, atom 7 (C): 0.392, atom 8 (H): 0.347

=====

# C45H66O18

A 6-piece molecular cluster, C45H66O18 overall (ωB97M-V/def2-TZVPD, OMol25).

CARTESIAN COORDINATES (ANGSTROEM)
O 0.258 1.316 7.178
O -1.498 4.832 -1.045
H 4.059 3.390 -2.789
O 2.014 -1.284 0.291
H -2.963 -2.470 -4.452
H -4.100 -5.925 8.692
O -4.399 -0.973 -4.345
C -1.607 -1.517 0.990
H 1.695 3.627 7.269
O -5.642 -6.342 6.487
C -0.973 5.379 -0.152
C -3.136 -1.496 -3.955
C -1.095 -2.695 0.179
C -0.268 1.486 -2.035
C -4.310 -0.145 -5.499
C 3.103 3.582 0.192
H 1.031 -1.266 3.037
H 3.536 1.016 5.045
H 1.823 -3.563 3.308
C -3.419 -3.405 -0.538
C 4.472 4.864 -1.244
O 1.476 2.895 -6.557
C 2.190 2.749 6.862
H -2.320 -0.834 -4.290
C -3.585 -6.119 7.754
H -4.459 -3.329 -2.458
H -2.855 5.228 2.318
C 2.845 3.032 5.515
H 2.862 -2.722 4.497
H 0.863 -4.632 -0.489
C 2.012 -2.297 -2.820
H 4.355 2.434 -6.930
H -4.092 -4.253 -0.349
H -2.756 -3.746 -2.640
C -3.141 -1.647 -2.409
O 1.492 1.124 5.306
O 1.526 -4.578 5.973
H -1.628 -4.510 -0.872
H 2.886 0.136 -5.514
O -0.138 -3.156 5.466
C 2.155 -3.367 -1.705
O -3.888 -5.263 5.583
H -3.636 -0.611 -6.239
C -1.653 2.291 1.072
H 1.563 0.800 -1.246
C -2.773 3.188 1.632
H -2.930 3.032 2.706
O 2.672 -1.074 -2.394
H -1.524 -5.346 7.876
H 2.645 1.808 3.735
H -1.079 2.814 0.303
H -0.400 2.540 -2.354
O 4.166 0.143 -3.405
C 3.713 3.280 -7.180
H -3.744 -2.508 0.001
C 1.182 1.676 6.508
C 0.128 -2.641 -0.301
C -2.519 -5.009 5.957
H 1.801 1.249 -7.759
C -1.210 -0.158 0.408
H 2.899 2.342 7.584
O -1.207 5.104 1.134
H 3.875 3.379 5.589
H 0.140 -4.026 -1.980
H 1.597 0.831 -4.509
C 2.713 1.697 4.808
O -0.781 0.641 -2.683
C 4.077 4.742 0.222
H 4.300 4.191 -7.261
C -3.844 1.269 -5.091
H -3.714 2.914 1.129
H 0.741 1.939 -0.136
H 1.352 -0.916 4.733
H -1.885 -5.770 5.495
C 1.838 -2.943 4.207
H 4.924 4.475 0.857
C 0.593 1.099 -0.819
H -0.949 2.042 1.879
C 0.001 -0.110 -0.105
C 0.774 -3.740 -1.128
H -3.943 -0.979 -2.072
H 3.401 2.430 -9.189
H -2.219 -4.034 5.595
O -2.278 -1.666 1.952
C -3.454 -3.131 -2.053
H 0.768 2.506 -8.465
C -2.191 0.992 0.406
H -3.564 1.837 -5.992
C 4.318 3.438 -1.733
H -2.075 -4.536 0.813
C 1.002 -1.681 4.043
H -0.218 6.140 -0.412
H 5.471 5.268 -1.402
H 1.564 -0.899 -4.954
H 3.595 5.644 0.590
H 5.215 2.840 -1.561
C -2.013 -3.875 -0.063
H -0.968 -1.338 4.887
C 2.647 3.416 -6.114
C -2.501 -5.085 7.472
C -2.568 4.712 1.390
H 3.763 5.512 -1.762
O 2.328 3.283 1.056
H 2.433 -2.637 -3.775
H 2.587 -4.266 -2.172
H -3.193 -7.137 7.738
H -2.963 1.252 -4.441
C 2.886 3.020 -8.433
C 1.109 -3.665 5.318
C -4.520 -5.935 6.576
O 2.788 3.875 -5.018
H -0.940 -2.600 3.646
H -4.697 1.778 -4.630
H -3.039 0.671 1.037
C 2.212 -0.063 -4.675
H -2.152 -1.360 -2.027
H 2.598 3.970 -8.887
H -2.793 -4.122 7.895
C 1.658 2.327 -7.866
O 3.243 2.883 -0.951
C 0.871 -1.345 -0.008
C 3.089 -0.311 -3.451
H -2.630 1.193 -0.581
C -0.376 -2.146 4.461
H -3.273 5.075 0.635
H -5.303 -0.113 -5.965
H 2.883 -3.053 -0.952
H 2.272 3.792 4.979
H 0.944 -2.069 -2.988

Structure (SMILES): CCOCCCCCC1=C(CCCOC(C)=O)C(=O)C(CC=O)=C(CCCCOC=O)C1=O.O=C1CCCO1.O=C1CCCO1.O=C1CCCO1.O=C1CCCO1.O=C1CCCO1
Gap between HOMO and LUMO, eV: 9.05
LUMO, hartree: -0.008
Spin multiplicity: 1
Total charge: 0

Atom charges from the Mulliken analysis, given in e for atoms 1 to 8: atom 1 (O): -0.596, atom 2 (O): -0.444, atom 3 (H): 0.120, atom 4 (O): -0.530, atom 5 (H): 0.289, atom 6 (H): 0.302, atom 7 (O): -0.384, atom 8 (C): -0.727